{"formula": "C18H9F6N2O4S2", "method": "wB97M-V/def2-TZVPD", "species": ["F", "C", "F", "F", "S", "C", "C", "C", "C", "C", "C", "N", "C", "C", "O", "O", "H", "H", "H", "H", "H", "F", "C", "F", "F", "S", "N", "C", "O", "C", "C", "C", "C", "C", "C", "C", "O", "H", "H", "H", "H"], "positions_angstrom": [[-2.2485, -2.4184, 4.1637], [-1.0194, -1.9849, 3.7923], [-0.4613, -1.3525, 4.8344], [-0.2706, -3.0467, 3.4494], [-1.3071, -0.8346, 2.2939], [0.1894, -0.2667, 1.2880], [-0.2146, 1.1541, 0.8964], [0.4677, 2.3222, 1.2116], [0.1820, 3.4909, 0.4867], [-0.7744, 3.4885, -0.5261], [-0.8997, 4.6579, -1.3544], [-0.9211, 5.6273, -2.0224], [-1.5928, 2.3643, -0.7004], [-1.3578, 1.2347, 0.0639], [-2.1604, -1.5811, 1.3939], [-1.8030, 0.3599, 2.9479], [1.1569, -0.5253, 1.7674], [1.2373, 2.2748, 1.9831], [0.7601, 4.3962, 0.6496], [-2.3751, 2.3491, -1.4574], [-2.0124, 0.3701, -0.0600], [2.9869, -1.7007, 2.1698], [3.2361, -0.6252, 3.0414], [4.0049, -1.1596, 4.0663], [4.0757, 0.2338, 2.3256], [1.8185, 0.1700, 3.6190], [0.2123, -0.9190, -0.1603], [1.1064, -0.3184, -1.0694], [2.0154, 0.4475, -0.7761], [0.6668, -0.8362, -2.3815], [-0.1691, -1.9283, -2.1397], [-0.9996, -2.4308, -3.1197], [-0.9957, -1.8170, -4.3773], [-0.1838, -0.6935, -4.6069], [0.6614, -0.1993, -3.6089], [-0.2294, -2.1629, -0.6562], [-0.5328, -3.1676, -0.0440], [-1.6512, -3.2735, -2.8774], [-1.6565, -2.1784, -5.1715], [-0.2423, -0.1886, -5.5705], [1.3007, 0.6679, -3.7645]], "forces_ev_per_angstrom": [[0.848, 0.387, -0.431], [0.787, -0.315, 0.411], [-0.821, -0.651, -0.987], [-0.517, 0.697, 0.211], [-0.753, 0.545, 0.058], [-0.130, -1.589, -2.462], [-0.639, 0.400, 0.142], [0.035, -0.107, -0.199], [0.280, -0.303, 0.191], [-0.034, -0.105, 0.304], [0.018, 2.466, -1.699], [-0.067, -2.571, 1.734], [-0.035, -0.134, 0.092], [0.489, 0.169, -0.387], [0.287, 0.396, 0.695], [0.303, -0.841, -0.290], [-1.113, 0.764, -0.209], [-0.035, 0.091, -0.349], [-0.052, -0.183, 0.075], [0.094, 0.142, 0.254], [0.323, 0.211, -0.065], [0.495, 0.699, 0.512], [0.320, 0.294, 0.094], [-0.078, 0.150, -1.125], [-0.235, -1.166, 0.489], [0.373, 0.426, 1.207], [0.279, 0.032, 2.545], [1.278, 0.893, 0.841], [-1.656, -1.015, -0.636], [-0.851, -0.192, -0.608], [-0.116, 0.267, -0.372], [0.043, -0.497, -0.005], [0.218, 0.394, 0.010], [-0.202, -0.429, -0.051], [0.372, -0.109, -0.029], [-0.028, -0.761, 0.550], [0.297, 1.333, -0.837], [0.130, 0.280, -0.190], [0.249, 0.143, 0.333], [0.093, -0.124, 0.213], [-0.248, -0.091, -0.029]], "lowdin_charge": [0.12, -0.62, 0.09, 0.13, 0.81, -0.19, -0.23, 0.00, -0.01, -0.24, -0.18, 0.13, -0.01, -0.03, -0.30, -0.29, 0.01, 0.08, 0.12, 0.12, 0.12, -0.03, -0.99, -0.02, -0.03, 0.65, 0.07, -0.34, 0.14, -0.08, -0.08, -0.01, -0.07, -0.07, 0.00, -0.34, 0.12, 0.12, 0.10, 0.10, 0.12], "orbital_gap_ev": 6.537, "e_above_lowest_ev": 0.682, "spin_multiplicity": 1, "total_charge": -1, "max_force_ha_per_bohr": 0.0603, "homo_ev": -4.8, "total_energy_ev": -67958.189}

***

{"formula": "C3HO3", "method": "wB97M-V/def2-TZVPD", "species": ["C", "C", "C", "O", "O", "O", "H"], "positions_angstrom": [[-0.8987, -0.0791, 0.3405], [-0.4300, -1.0897, -0.2893], [0.6214, 0.7898, -0.0623], [0.8500, 1.5375, 0.8976], [1.0615, 0.6130, -1.1731], [-0.0095, -1.8480, -1.0587], [-1.1946, 0.0766, 1.3453]], "forces_ev_per_angstrom": [[1.407, 0.615, -0.368], [-1.398, -0.503, 0.215], [-1.100, 1.836, 1.244], [0.338, -0.505, -0.452], [0.558, 0.062, -0.366], [0.459, -1.434, -0.677], [-0.263, -0.069, 0.405]], "lowdin_charge": [0.01, -0.40, -0.69, -0.06, 0.00, 0.10, 0.04], "smiles": "O=C=CC(=O)[O-]", "orbital_gap_ev": 8.387, "e_above_lowest_ev": 0.735, "spin_multiplicity": 1, "total_charge": -1, "max_force_ha_per_bohr": 0.0481, "homo_ev": -4.1, "total_energy_ev": -9269.709}

***

{"formula": "C4H10NO2", "method": "wB97M-V/def2-TZVPD", "species": ["C", "C", "C", "C", "N", "O", "O", "H", "H", "H", "H", "H", "H", "H", "H", "H", "H"], "positions_angstrom": [[2.0770, 0.3977, 0.7735], [1.3963, -1.2213, -0.7058], [-2.5848, -0.2442, 0.4263], [-0.4359, 0.7790, 0.0052], [1.0983, -0.0402, 0.1061], [-0.2052, 1.7901, -0.8263], [-1.3767, -0.1014, -0.2847], [1.9164, 1.1427, 1.5528], [3.0611, -0.1020, 0.5474], [0.4913, -1.6331, -1.0043], [2.0378, -2.0438, -0.2027], [1.9914, -0.9236, -1.5437], [-3.4557, -0.1153, -0.2543], [-2.6060, 0.6183, 1.1002], [-2.4803, -1.2195, 1.0154], [-0.4601, 1.3035, 1.0444], [-0.4650, 1.6132, -1.7496]], "forces_ev_per_angstrom": [[0.458, -0.300, 0.283], [1.693, -0.949, 0.579], [-0.332, -0.091, 1.809], [0.702, 1.018, 3.114], [-0.356, -0.371, 0.092], [-0.033, 0.178, -1.306], [1.754, -0.281, -2.063], [0.343, 0.225, -0.412], [-0.902, 0.818, 0.841], [-1.536, -0.881, -0.732], [-1.299, 1.603, -0.202], [0.068, 0.275, -0.793], [0.783, -0.685, 0.394], [-0.422, -0.345, 0.369], [-0.841, 1.376, -0.962], [-0.121, -1.444, -1.316], [0.041, -0.148, 0.306]], "lowdin_charge": [0.13, -0.02, -0.02, -0.37, -0.04, 0.11, -0.08, 0.12, 0.15, 0.07, 0.15, 0.10, 0.12, 0.09, 0.13, 0.20, 0.16], "smiles": "C=[N+](C)[C@@H](O)OC", "orbital_gap_ev": 11.247, "e_above_lowest_ev": 3.215, "spin_multiplicity": 1, "total_charge": 1, "max_force_ha_per_bohr": 0.0651, "homo_ev": -15.6, "total_energy_ev": -9886.373}

***

{"formula": "C3H9NOS", "method": "wB97M-V/def2-TZVPD", "species": ["C", "C", "S", "H", "H", "H", "H", "H", "H", "C", "N", "O", "H", "H", "H"], "positions_angstrom": [[-4.1999, -0.3786, -0.1418], [-4.6638, 0.9313, 0.5679], [-3.1977, 2.0494, 0.7447], [-4.9870, -1.0834, 0.1589], [-3.1508, -0.6295, 0.0878], [-4.0919, -0.3539, -1.1895], [-5.5010, 1.3866, 0.0196], [-4.7381, 0.5973, 1.6853], [-2.5670, 1.3767, 1.9066], [6.7298, -0.6589, -0.2928], [5.6610, -0.4655, -1.0870], [6.6985, -0.5699, 0.9966], [7.5589, -1.2874, -0.7911], [5.7218, -0.7940, -2.0876], [4.7272, -0.1204, -0.5776]], "forces_ev_per_angstrom": [[-0.308, 0.468, 1.262], [2.515, -1.314, 1.234], [0.003, 0.015, 0.220], [0.669, -0.649, -0.280], [-0.712, -0.261, 0.945], [-0.636, 0.540, -1.626], [0.182, 0.038, 0.898], [-1.045, 0.774, -1.869], [-0.629, 0.374, -0.810], [-0.170, -2.438, 4.394], [-1.811, 0.857, 0.214], [0.404, 0.421, -4.945], [-0.706, 1.463, 0.454], [-0.497, 0.788, 1.784], [2.741, -1.075, -1.874]], "lowdin_charge": [-0.30, -0.75, 0.19, 0.05, 0.04, 0.02, 0.04, 0.03, -0.20, -0.45, 0.04, -0.10, 0.13, 0.10, 0.16], "orbital_gap_ev": [1.673, 7.312], "e_above_lowest_ev": 2.283, "spin_multiplicity": 2, "total_charge": -1, "max_force_ha_per_bohr": 0.0978, "homo_ev": [1.0, -4.7], "total_energy_ev": -17627.217, "s2": 0.75}